The following is a DFT calculation (ωB97M-V/def2-TZVPD) of the molecule C12H13NO in a non-equilibrium geometry.

Values from the calculation:
Energy relative to the best compared isomer or geometry (same formula, charge and spin) = 63.20 kJ/mol
Spin multiplicity = 3
Max |F| = 4.9 eV/A
Frontier orbital gap (alpha / beta) = 6.8 / 7.4 eV
LUMO energy (alpha / beta) = 0.86 / -1.79 eV
E_HOMO (alpha / beta) = -5.951 / -9.232 eV
Total energy = -16186.868 eV

Last column: Löwdin charge in e.
Element x y z (Å)
C  0.277  1.995  -0.201  -0.047
H  -1.989  -1.261  2.551  0.081
H  0.417  -3.256  0.446  0.068
C  0.511  -2.239  0.717  -0.044
H  -2.587  1.420  -1.742  0.126
C  2.770  1.152  -1.091  -0.101
H  1.639  0.021  -2.598  0.118
O  -3.282  0.407  0.692  0.098
H  3.767  0.614  -1.292  0.135
H  3.479  2.268  0.611  0.091
H  -0.702  2.173  0.253  0.128
C  1.645  0.666  -1.715  -0.054
C  -2.333  0.222  -0.021  -0.509
N  -2.033  0.794  -1.252  0.084
C  2.668  1.966  0.007  -0.072
H  -2.732  -2.280  1.446  0.063
H  1.295  3.180  1.180  0.124
C  0.381  1.090  -1.275  -0.232
C  -1.825  -2.154  1.960  -0.005
H  1.053  -2.241  1.611  0.062
C  1.387  2.448  0.344  -0.093
H  -0.656  -0.427  -2.517  0.152
C  -0.805  -1.614  0.900  -0.282
C  -1.199  -0.605  0.195  0.043
H  1.131  -1.727  -0.130  0.115
H  -1.509  -2.956  2.589  0.068
C  -0.770  0.343  -1.668  -0.117